1.
A molecular structure, C21H24BrF5NO8PReTe. Source: the Open Molecules 2025 dataset; level of theory: ωB97M-V/def2-TZVPD.

Each line ends with the Löwdin charge.
Element x y z (Å)
1 Re -0.912 -0.649 0.419  1.645
2 O 2.117 -0.698 1.853  -0.053
3 C 1.610 -1.127 3.097  -0.217
4 C 0.254 -0.548 3.458  -0.140
5 N -0.920 -0.964 2.621  -0.222
6 C -1.059 -2.445 2.683  -0.081
7 C -0.178 -3.129 1.633  -0.596
8 O 0.204 -4.260 1.773  0.114
9 O 0.097 -2.380 0.575  -0.233
10 C -2.118 -0.232 3.127  -0.061
11 C -2.494 0.950 2.231  -0.595
12 O -3.068 1.910 2.649  0.136
13 O -2.232 0.734 0.939  -0.246
14 H 2.287 0.249 1.892  0.086
15 H 1.598 -2.217 3.066  0.119
16 H 2.280 -0.849 3.919  0.131
17 H 0.022 -0.862 4.482  0.136
18 H 0.292 0.538 3.429  0.100
19 H -0.810 -2.827 3.673  0.145
20 H -2.088 -2.714 2.447  0.125
21 H -2.976 -0.903 3.115  0.126
22 H -1.962 0.118 4.145  0.140
23 F -5.859 -0.592 -0.791  -0.329
24 Te -4.237 -1.330 -0.319  1.830
25 F -4.202 -2.218 -1.959  -0.357
26 F -3.532 0.104 -1.286  -0.362
27 F -4.604 -0.621 1.361  -0.323
28 F -5.127 -2.839 0.271  -0.340
29 O -2.568 -1.905 0.200  -0.638
30 C -1.004 0.308 -3.141  -0.217
31 P -0.404 -0.963 -2.004  0.869
32 C -1.033 -2.546 -2.605  -0.206
33 C 1.389 -1.062 -2.245  -0.346
34 C 2.072 -0.124 -3.015  -0.100
35 C 3.446 -0.224 -3.184  -0.073
36 C 4.145 -1.260 -2.585  -0.073
37 C 3.469 -2.201 -1.821  -0.060
38 C 2.098 -2.106 -1.649  -0.079
39 H -0.746 1.297 -2.760  0.055
40 H -2.087 0.234 -3.202  0.042
41 H -0.568 0.166 -4.130  0.060
42 H -0.659 -2.729 -3.613  0.067
43 H -2.121 -2.537 -2.605  0.024
44 H -0.690 -3.334 -1.936  0.057
45 H 1.545 0.690 -3.497  0.088
46 H 3.965 0.516 -3.778  0.105
47 H 5.217 -1.335 -2.714  0.106
48 H 4.011 -3.010 -1.349  0.111
49 H 1.588 -2.831 -1.031  0.093
50 Br 2.600 4.338 -3.313  0.731
51 C 1.863 4.347 -1.564  -0.669
52 C 1.687 5.558 -0.915  -0.119
53 C 1.138 5.565 0.359  -0.057
54 C 0.767 4.378 0.969  -0.003
55 C 0.941 3.173 0.299  -0.115
56 C 1.498 3.150 -0.974  -0.063
57 C 0.495 1.917 0.981  -0.523
58 O 0.228 1.911 2.167  0.061
59 O 0.392 0.858 0.203  -0.230
60 H 1.974 6.480 -1.400  0.102
61 H 0.994 6.507 0.872  0.110
62 H 0.330 4.366 1.958  0.124
63 H 1.648 2.209 -1.481  0.089

Atoms 1-6, force components in eV/Å:
-0.27 -0.32 -0.09
0.08 -0.03 -0.01
-0.05 0.01 0.02
0.01 -0.04 0.25
-0.09 -0.13 -0.02
-0.01 0.02 0.02

Output
orbital gap (alpha / beta) = 8.0 / 8.4 eV
net charge = 0
energy = -5232.442005 Eh
multiplicity = 4
energy relative to the best compared isomer or geometry (same formula, charge and spin) = 51.8 kcal per mole


2.
A single C21H24BrN3O4S molecule. Source: the Open Molecules 2025 dataset; level of theory: ωB97M-V/def2-TZVPD.

Each line ends with the Löwdin charge.
Element x y z (Å)
1 C 0.344 3.207 0.614  -0.009
2 C -0.476 2.225 1.402  -0.270
3 N -0.158 1.707 2.530  0.099
4 N 0.970 2.040 3.184  0.061
5 C 1.483 1.331 4.230  -0.487
6 O 2.512 1.701 4.756  0.065
7 C 0.741 0.074 4.621  -0.086
8 C 1.380 -1.143 3.917  -0.124
9 C 1.103 -1.058 2.447  -0.224
10 C -0.055 -1.622 1.920  -0.017
11 C -0.414 -1.393 0.605  -0.049
12 C 0.381 -0.580 -0.178  -0.273
13 S -0.211 -0.124 -1.795  0.689
14 O 0.311 1.181 -2.113  -0.282
15 O -1.632 -0.305 -1.843  -0.269
16 N 0.461 -1.305 -2.790  -0.228
17 C -0.262 -1.481 -4.038  -0.173
18 C 0.314 -2.696 -4.762  -0.183
19 O 1.692 -2.532 -5.003  -0.125
20 C 2.397 -2.346 -3.802  -0.187
21 C 1.880 -1.130 -3.027  -0.177
22 C 1.561 -0.051 0.309  -0.062
23 C 1.932 -0.311 1.616  -0.026
24 C -1.744 1.778 0.819  -0.174
25 C -2.490 0.781 1.456  -0.034
26 C -3.652 0.296 0.898  -0.119
27 C -4.089 0.819 -0.307  -0.697
28 Br -5.664 0.131 -1.098  0.741
29 C -3.397 1.834 -0.940  -0.130
30 C -2.228 2.306 -0.378  -0.038
31 H 1.336 3.354 1.038  0.070
32 H -0.158 4.172 0.569  0.096
33 H 0.462 2.826 -0.400  0.064
34 H 1.531 2.840 2.890  0.149
35 H -0.306 0.162 4.340  0.105
36 H 0.836 -0.050 5.700  0.124
37 H 0.950 -2.054 4.333  0.117
38 H 2.453 -1.137 4.114  0.124
39 H -0.691 -2.222 2.554  0.123
40 H -1.321 -1.792 0.182  0.120
41 H -1.313 -1.623 -3.790  0.120
42 H -0.156 -0.590 -4.674  0.138
43 H -0.155 -2.820 -5.739  0.130
44 H 0.145 -3.596 -4.152  0.131
45 H 3.443 -2.207 -4.078  0.130
46 H 2.298 -3.239 -3.167  0.131
47 H 2.382 -1.061 -2.061  0.114
48 H 2.065 -0.210 -3.599  0.133
49 H 2.153 0.591 -0.325  0.117
50 H 2.848 0.104 2.010  0.126
51 H -2.130 0.388 2.392  0.103
52 H -4.214 -0.487 1.386  0.103
53 H -3.755 2.237 -1.874  0.108
54 H -1.691 3.082 -0.899  0.112

Atoms 1-6, force components in eV/Å:
0.09 -0.09 0.24
0.67 0.24 0.42
-0.66 -0.26 -0.05
0.45 1.05 -0.58
-0.33 -0.19 0.15
0.23 -0.05 0.11

Output
orbital gap = 8.6 eV
net charge = 0
energy = -4252.042165 Eh
structure (SMILES) = C/C(=N\NC(=O)CCc1ccc(S(=O)(=O)N2CCOCC2)cc1)c1ccc(Br)cc1


3.
A molecular structure, C21H24ClF3MnN2O4P2S2. Source: the Open Molecules 2025 dataset; level of theory: ωB97M-V/def2-TZVPD.

Each line ends with the Löwdin charge.
Element x y z (Å)
1 Mn 0.162 -0.201 0.013  0.247
2 O -0.512 -1.704 -1.185  -0.287
3 N 0.167 -2.805 -1.441  -0.191
4 C -0.205 -3.527 -2.521  -0.011
5 C 0.432 -4.696 -2.835  -0.058
6 C 1.487 -5.120 -2.019  -0.072
7 C 1.860 -4.359 -0.943  -0.079
8 C 1.195 -3.158 -0.638  -0.637
9 S 1.595 -2.110 0.638  0.751
10 H -1.020 -3.083 -3.071  0.142
11 H 0.115 -5.255 -3.702  0.106
12 H 2.014 -6.038 -2.240  0.108
13 H 2.680 -4.647 -0.302  0.106
14 C -1.201 -2.603 2.329  -0.265
15 P -1.497 -1.067 1.399  0.858
16 C -3.013 -1.489 0.484  -0.215
17 C -2.102 0.099 2.672  -0.352
18 C -2.766 -0.308 3.828  -0.080
19 C -3.187 0.623 4.762  -0.075
20 C -2.957 1.975 4.548  -0.074
21 C -2.311 2.392 3.396  -0.081
22 C -1.879 1.460 2.455  -0.375
23 P -1.039 1.891 0.900  0.899
24 C -0.329 3.558 1.182  -0.241
25 C -2.435 2.365 -0.181  -0.229
26 H -2.108 -2.969 2.811  0.040
27 H -0.418 -2.452 3.070  0.049
28 H -0.846 -3.355 1.625  0.029
29 H -3.825 -1.783 1.150  0.052
30 H -2.766 -2.306 -0.193  0.042
31 H -3.329 -0.644 -0.124  0.036
32 H -2.946 -1.360 4.010  0.097
33 H -3.691 0.293 5.661  0.106
34 H -3.283 2.703 5.280  0.106
35 H -2.139 3.448 3.229  0.102
36 H -1.104 4.327 1.158  0.048
37 H 0.381 3.743 0.376  0.045
38 H 0.197 3.623 2.132  0.028
39 H -3.112 3.043 0.342  0.053
40 H -2.981 1.487 -0.520  0.031
41 H -2.033 2.860 -1.065  0.044
42 F 0.631 0.115 -4.549  0.133
43 C 1.368 0.507 -3.502  -0.647
44 F 2.436 1.163 -3.960  0.139
45 F 1.796 -0.596 -2.863  0.117
46 S 0.384 1.572 -2.350  0.475
47 O 1.301 1.795 -1.245  -0.338
48 O 0.012 2.698 -3.150  -0.262
49 O -0.701 0.708 -1.890  -0.376
50 Cl 5.677 1.353 -0.280  0.693
51 C 4.299 1.530 0.748  -0.639
52 C 4.241 2.552 1.677  -0.078
53 C 3.109 2.632 2.471  -0.050
54 C 2.097 1.705 2.284  -0.162
55 N 2.148 0.728 1.381  0.005
56 C 3.244 0.641 0.629  -0.206
57 H 5.056 3.254 1.772  0.111
58 H 3.008 3.403 3.222  0.109
59 H 1.205 1.729 2.903  0.102
60 H 3.277 -0.161 -0.097  0.070

Atoms 1-6, force components in eV/Å:
-0.45 -0.45 0.80
-0.28 -0.08 -0.37
-0.03 -0.01 -0.06
0.01 0.02 0.05
-0.03 0.06 0.02
-0.02 -0.03 -0.06

Output
orbital gap (alpha / beta) = 8.1 / 7.9 eV
net charge = 0
energy = -4614.963363 Eh
multiplicity = 2
energy relative to the best compared isomer or geometry (same formula, charge and spin) = 40.3 kcal per mole


4.
2 unconnected molecules or ions with the total composition C21H24F3IO2. Source: the Open Molecules 2025 dataset; level of theory: ωB97M-V/def2-TZVPD.

Each line ends with the Löwdin charge.
Element x y z (Å)
1 C -3.196 1.566 2.046  -0.104
2 C -1.764 1.933 1.637  -0.311
3 C -0.742 1.373 2.660  -0.648
4 I 0.156 2.993 3.746  0.937
5 C 0.318 0.453 2.024  -0.334
6 C 0.776 -0.746 2.864  -0.096
7 C -0.307 -1.488 3.664  -0.058
8 C -0.161 -1.303 5.155  -0.613
9 F -1.250 -1.749 5.819  0.127
10 F 0.016 -0.012 5.508  0.100
11 F 0.905 -1.991 5.630  0.126
12 O 1.543 1.170 1.722  -0.081
13 C 1.674 1.572 0.431  -0.473
14 O 0.852 2.252 -0.121  0.133
15 C 2.904 1.035 -0.259  -0.034
16 C 2.622 -0.414 -0.611  -0.220
17 C 1.764 -0.692 -1.673  -0.030
18 C 1.446 -2.006 -1.989  -0.066
19 C 1.985 -3.045 -1.239  -0.088
20 C 2.846 -2.774 -0.183  -0.084
21 C 3.163 -1.457 0.134  -0.049
22 H -3.372 1.773 3.104  0.076
23 H -3.930 2.120 1.457  0.072
24 H -3.384 0.504 1.863  0.073
25 H -1.566 1.495 0.658  0.093
26 H -1.674 3.014 1.563  0.071
27 H -1.300 0.835 3.419  0.044
28 H -0.054 0.102 1.057  0.151
29 H 1.608 -0.426 3.494  0.133
30 H 1.201 -1.465 2.162  0.109
31 H -0.220 -2.562 3.503  0.133
32 H -1.318 -1.188 3.393  0.125
33 H 3.065 1.627 -1.159  0.130
34 H 3.784 1.102 0.380  0.129
35 H 1.347 0.140 -2.227  0.092
36 H 0.778 -2.205 -2.817  0.105
37 H 1.740 -4.072 -1.479  0.102
38 H 3.268 -3.575 0.410  0.104
39 H 3.834 -1.233 0.956  0.119
40 C -2.971 0.434 -4.947  -0.097
41 C -2.056 0.088 -5.932  -0.098
42 C -0.697 0.263 -5.710  -0.095
43 C -0.257 0.786 -4.503  -0.106
44 C -1.170 1.137 -3.517  -0.093
45 C -2.528 0.960 -3.741  -0.093
46 H -4.030 0.295 -5.120  0.100
47 H -2.403 -0.318 -6.874  0.100
48 H 0.018 -0.009 -6.476  0.100
49 H 0.804 0.924 -4.330  0.095
50 H -0.823 1.552 -2.578  0.094
51 H -3.243 1.233 -2.975  0.100

Atoms 1-6, force components in eV/Å:
0.09 -0.04 -0.14
-0.31 -0.21 0.40
-0.10 0.19 -0.60
-0.04 -0.11 0.15
0.20 0.49 0.41
0.03 -0.23 -0.24

Output
orbital gap = 9.8 eV
net charge = 0
energy = -1562.410221 Eh
structure (SMILES) = CC[C@H](I)[C@H](CCC(F)(F)F)OC(=O)Cc1ccccc1.c1ccccc1


no.,strongest force on any atom (eV Å⁻¹)
1,0.58
2,1.29
3,1.03
4,0.94